# 1
This record from the Open Molecules 2025 dataset describes a cluster of 9 separate species, C32H49N2O28S2 in total. The level of theory is ωB97M-V/def2-TZVPD.

Output
lowest unoccupied orbital energy	-3.750	eV
total charge	+1
highest occupied orbital energy	-0.40373	hartree
E_tot	-115952.1649	eV
HOMO-LUMO gap	7.236	eV

Positions of all 113 atoms, in Å:
N (5.427, 1.461, 2.149)
C (4.673, 0.355, 2.677)
C (4.298, 0.538, 4.180)
C (2.850, 0.100, 4.393)
S (2.470, -0.090, 6.153)
C (1.054, -1.200, 6.374)
C (-0.064, -1.009, 5.333)
C (-0.541, -2.319, 4.694)
C (0.424, -2.964, 3.691)
S (0.546, -2.173, 2.100)
O (1.934, -1.944, 1.827)
O (-0.159, -2.938, 1.121)
O (-0.194, -0.790, 2.309)
N (3.775, -0.907, 6.833)
C (4.061, -1.986, 6.291)
O (4.397, -2.951, 5.793)
H (4.831, 2.081, 1.613)
H (5.965, 1.949, 2.847)
H (5.167, -0.610, 2.557)
H (3.745, 0.292, 2.111)
H (4.963, -0.071, 4.788)
H (4.450, 1.576, 4.458)
H (2.672, -0.845, 3.885)
H (2.176, 0.866, 4.017)
H (0.662, -0.901, 7.342)
H (1.373, -2.236, 6.471)
H (-0.936, -0.595, 5.830)
H (0.193, -0.301, 4.553)
H (-0.715, -3.058, 5.475)
H (-1.487, -2.149, 4.187)
H (0.107, -3.975, 3.452)
H (1.422, -3.037, 4.117)
H (0.018, -0.233, 1.537)
C (8.674, -1.096, 7.650)
C (7.750, -1.602, 6.562)
O (7.257, -0.396, 5.980)
C (8.164, 0.594, 6.232)
O (8.124, 1.670, 5.744)
O (9.097, 0.162, 7.112)
H (9.525, -1.747, 7.830)
H (8.156, -0.918, 8.594)
H (8.278, -2.175, 5.799)
H (6.928, -2.200, 6.950)
C (0.530, 3.598, 0.243)
C (0.772, 2.133, 0.543)
O (2.195, 2.023, 0.391)
C (2.739, 3.258, 0.569)
O (3.911, 3.452, 0.643)
O (1.783, 4.196, 0.624)
H (-0.290, 4.026, 0.811)
H (0.366, 3.780, -0.818)
H (0.507, 1.863, 1.570)
H (0.262, 1.473, -0.144)
C (-3.127, 1.033, -3.277)
C (-1.808, 1.712, -3.545)
O (-1.500, 2.279, -2.252)
C (-2.155, 1.577, -1.321)
O (-1.970, 1.711, -0.141)
O (-3.029, 0.720, -1.867)
H (-3.264, 0.131, -3.865)
H (-3.979, 1.697, -3.426)
H (-1.019, 1.008, -3.815)
H (-1.877, 2.481, -4.303)
C (-2.799, -3.032, -2.436)
C (-1.511, -3.831, -2.493)
O (-1.256, -3.900, -3.899)
C (-1.880, -2.862, -4.498)
O (-1.734, -2.534, -5.626)
O (-2.709, -2.232, -3.620)
H (-2.877, -2.400, -1.555)
H (-3.687, -3.661, -2.505)
H (-0.677, -3.320, -2.011)
H (-1.606, -4.829, -2.074)
C (-2.305, 2.367, -8.089)
C (-2.729, 3.718, -8.619)
O (-3.334, 4.320, -7.459)
C (-2.825, 3.735, -6.367)
O (-2.990, 4.116, -5.247)
O (-2.091, 2.644, -6.694)
H (-1.396, 1.989, -8.548)
H (-3.090, 1.616, -8.181)
H (-1.882, 4.331, -8.929)
H (-3.434, 3.652, -9.435)
C (-7.108, 1.278, -9.928)
C (-6.943, 2.450, -8.983)
O (-5.672, 2.986, -9.377)
C (-5.444, 2.609, -10.664)
O (-4.552, 3.023, -11.329)
O (-6.354, 1.701, -11.069)
H (-8.142, 1.089, -10.203)
H (-6.668, 0.359, -9.538)
H (-7.705, 3.216, -9.129)
H (-6.926, 2.160, -7.936)
C (0.298, -5.961, -0.007)
C (1.482, -6.826, 0.377)
O (1.099, -8.107, -0.119)
C (0.197, -7.924, -1.122)
O (-0.188, -8.776, -1.846)
O (-0.197, -6.625, -1.169)
H (0.573, -4.936, -0.237)
H (-0.484, -5.957, 0.756)
H (2.403, -6.515, -0.118)
H (1.653, -6.870, 1.451)
C (-4.479, 3.957, 2.757)
C (-3.241, 3.982, 1.886)
O (-2.298, 4.677, 2.711)
C (-2.681, 4.531, 4.005)
O (-2.020, 4.831, 4.942)
O (-3.918, 3.980, 4.075)
H (-5.086, 3.067, 2.617)
H (-5.106, 4.840, 2.622)
H (-2.851, 2.987, 1.676)
H (-3.391, 4.510, 0.947)

# 2
This record from the Open Molecules 2025 dataset describes an isolated molecule of C13H18O3. The level of theory is ωB97M-V/def2-TZVPD.

Output
energy relative to the best compared isomer or geometry (same formula, charge and spin)	0.8	kcal/mol
lowest unoccupied orbital energy	-0.875	eV
SMILES	COCCCCCC1=CC(=O)C=C(C)C1=O
total charge	0
highest occupied orbital energy	-0.35756	hartree
E_tot	-19913.7447	eV
HOMO-LUMO gap	8.854	eV

Positions of all 34 atoms, in Å:
C (0.653, 2.765, -2.630)
O (-0.722, 2.457, -2.540)
C (-1.054, 1.083, -2.396)
C (-2.189, 0.912, -1.376)
C (-1.917, -0.137, -0.275)
C (-1.922, 0.482, 1.125)
C (-1.419, -0.442, 2.240)
C (0.037, -0.754, 2.117)
C (1.004, -0.135, 2.800)
C (2.426, -0.517, 2.593)
O (3.252, -0.423, 3.476)
C (2.754, -1.039, 1.240)
C (1.808, -1.662, 0.532)
C (1.964, -2.221, -0.847)
C (0.482, -1.853, 1.205)
O (-0.156, -2.871, 1.066)
H (1.267, 1.873, -2.782)
H (0.818, 3.436, -3.475)
H (0.993, 3.265, -1.719)
H (-0.176, 0.514, -2.077)
H (-1.383, 0.713, -3.373)
H (-3.119, 0.669, -1.889)
H (-2.331, 1.890, -0.914)
H (-2.696, -0.902, -0.304)
H (-0.973, -0.648, -0.475)
H (-1.341, 1.410, 1.116)
H (-2.953, 0.761, 1.359)
H (-1.605, 0.036, 3.203)
H (-2.004, -1.366, 2.220)
H (0.798, 0.633, 3.537)
H (3.764, -0.920, 0.866)
H (2.991, -2.500, -1.068)
H (1.287, -3.062, -0.988)
H (1.663, -1.450, -1.566)

# 3
This record from the Open Molecules 2025 dataset describes an isolated molecule of CH4N2. The level of theory is ωB97M-V/def2-TZVPD.

Output
energy relative to the best compared isomer or geometry (same formula, charge and spin)	68.5	kcal/mol
lowest unoccupied orbital energy	0.787	eV
SMILES	[H]/N=C\N
total charge	0
highest occupied orbital energy	-0.39558	hartree
E_tot	-4079.9132	eV
HOMO-LUMO gap	11.551	eV

Positions of all 7 atoms, in Å:
C (0.085, -0.367, -0.153)
H (-0.455, 1.073, -1.031)
H (-1.087, 0.726, 0.597)
H (-0.556, -0.810, -1.010)
H (1.293, -0.461, 1.150)
N (-0.291, 0.948, 0.131)
N (1.011, -1.109, 0.315)

# 4
This record from the Open Molecules 2025 dataset describes an isolated molecule of C2H3NOS. The level of theory is ωB97M-V/def2-TZVPD.

Output
energy relative to the best compared isomer or geometry (same formula, charge and spin)	81.3	kcal/mol
lowest unoccupied orbital energy (alpha / beta)	0.886 / -3.054	eV
total charge	0
highest occupied orbital energy (alpha / beta)	-0.27736 / -0.37799	hartree
E_tot	-16489.5550	eV
HOMO-LUMO gap (alpha / beta)	8.433 / 7.232	eV
2S+1	3

Positions of all 8 atoms, in Å:
C (0.609, -0.482, -0.015)
C (-0.893, 0.480, -0.005)
N (-2.198, 0.539, 0.011)
O (3.121, -0.513, 0.010)
S (1.979, 0.398, -0.002)
H (0.557, -1.556, -0.008)
H (-0.481, 1.485, -0.025)
H (-2.694, -0.351, 0.033)

Q: Which formula does entry 3 have?
A: CH4N2

Q: E_tot of number 2 (C13H18O3)?
A: -19913.7447 eV